# 1
Formula: C24H55NO3
Source: the OMol25 dataset
Level of theory: ωB97M-V with the def2-TZVPD basis set

HOMO energy (eV): -9.50
Lowest unoccupied orbital energy (eV): 0.515
Gap between HOMO and LUMO (eV): 10.01
Total energy (hartree): -1227.91838
SMILES string: NCCCCCOC(=O)O.CCCCCC.CCCCCC.CCCCCC

Element x y z (Å)
N  -1.35628  0.44854  5.84485
C  -1.35411  -0.33358  4.59247
C  -0.42949  0.32002  3.55419
C  0.38433  -0.69647  2.71420
C  0.05270  -0.55125  1.22641
C  1.02463  -1.32948  0.36631
O  0.56280  -1.54525  -0.99579
C  -0.16584  -0.53345  -1.47935
O  0.29442  0.48648  -1.95914
O  -1.48898  -0.77852  -1.39001
H  -1.28842  1.42365  5.59261
H  -2.24702  0.33066  6.30789
H  -2.35548  -0.38377  4.16763
H  -1.02846  -1.34696  4.79948
H  -1.07004  0.87903  2.87752
H  0.22587  1.04202  4.02871
H  0.14069  -1.69722  3.04781
H  1.43635  -0.48815  2.88524
H  0.10927  0.50722  0.99612
H  -0.96215  -0.91073  1.09772
H  1.22493  -2.30220  0.79268
H  1.95053  -0.76250  0.30695
H  -1.93286  -0.02281  -1.78344
C  -3.76805  -6.20007  -2.24360
C  -4.09343  -6.40506  -0.76667
C  -4.99610  -5.31804  -0.18614
C  -4.40411  -3.90814  -0.21441
C  -3.06670  -3.75752  0.50700
C  -3.14387  -4.06129  2.00136
H  -3.21765  -5.27335  -2.41134
H  -3.15308  -7.01810  -2.62062
H  -4.68104  -6.16563  -2.84135
H  -3.16465  -6.47036  -0.19350
H  -4.59370  -7.36931  -0.64599
H  -5.25546  -5.58501  0.84220
H  -5.94045  -5.30813  -0.73926
H  -5.12838  -3.21906  0.23182
H  -4.28290  -3.58404  -1.25174
H  -2.72071  -2.72884  0.37465
H  -2.31070  -4.39474  0.04082
H  -3.86818  -3.40951  2.49464
H  -2.17420  -3.90373  2.47743
H  -3.43394  -5.09573  2.19037
C  7.00837  -0.11966  1.99232
C  6.68110  -0.87595  0.70767
C  7.08247  -0.12500  -0.56060
C  6.37645  1.21616  -0.76485
C  4.85130  1.13862  -0.79847
C  4.30652  0.28938  -1.94388
H  6.46659  0.82514  2.05410
H  6.73706  -0.71030  2.86841
H  8.07649  0.09746  2.05395
H  5.61344  -1.11180  0.68401
H  7.20416  -1.83558  0.72048
H  6.89974  -0.76887  -1.42518
H  8.16256  0.05117  -0.54198
H  6.73044  1.65513  -1.70265
H  6.67884  1.91143  0.02350
H  4.45811  2.15377  -0.89786
H  4.47248  0.75628  0.15441
H  4.64366  0.67492  -2.90791
H  3.21499  0.30306  -1.93781
H  4.62481  -0.75158  -1.86400
C  0.19146  3.66423  -2.34931
C  -0.81580  4.07307  -1.27886
C  -2.25784  4.10661  -1.78219
C  -2.52683  5.11288  -2.90149
C  -2.18175  6.56067  -2.55835
C  -2.99429  7.12000  -1.39363
H  0.21589  4.37698  -3.17627
H  1.19714  3.61417  -1.92997
H  -0.05037  2.68389  -2.74672
H  -0.53980  5.04543  -0.86111
H  -0.75657  3.35882  -0.45150
H  -2.92448  4.31164  -0.93922
H  -2.53087  3.10872  -2.14392
H  -3.58559  5.05501  -3.17363
H  -1.97128  4.81925  -3.79605
H  -2.36612  7.17593  -3.44268
H  -1.11494  6.65278  -2.33905
H  -4.06414  7.06956  -1.60556
H  -2.73872  8.16465  -1.21151
H  -2.80472  6.57229  -0.46936

Mulliken population analysis, charges in e, atoms 1 to 6: atom 1 (N): -0.711, atom 2 (C): -0.280, atom 3 (C): -0.709, atom 4 (C): -0.793, atom 5 (C): -0.249, atom 6 (C): -0.427

=====

# 2
Formula: C24H56BO16
Source: the OMol25 dataset
Level of theory: ωB97M-V with the def2-TZVPD basis set

HOMO energy (alpha / beta) (eV): 1.12 / -2.81
Lowest unoccupied orbital energy (alpha / beta) (eV): 3.930 / 3.930
Gap between HOMO and LUMO (alpha / beta) (eV): 2.81 / 6.74
Charge: -2
Spin multiplicity: 2
Total energy (hartree): -2176.89620

Element x y z (Å)
O  -15.72062  1.21759  -10.91440
C  -14.50560  1.14087  -10.91304
O  -13.79712  0.12993  -11.06188
B  -12.36360  0.40124  -10.80570
O  -12.34387  1.79293  -10.33095
C  -13.57914  2.23496  -10.33802
O  -13.92084  3.35980  -10.01850
O  -11.48159  0.16267  -12.01493
C  -10.76851  -0.98596  -11.79303
O  -10.10820  -1.67733  -12.59857
C  -10.95642  -1.33472  -10.26925
O  -11.81502  -0.48173  -9.74808
O  -10.33238  -2.27371  -9.76880
C  -12.77233  2.53868  -6.95090
O  -11.53309  1.94793  -7.49463
H  -13.44705  1.69349  -6.81491
H  -12.60515  2.72004  -5.88918
H  -13.10798  3.41711  -7.50208
H  -11.52886  2.00526  -8.45291
C  -14.76016  -2.03111  -8.72580
O  -15.10940  -2.28921  -10.08508
H  -15.55507  -2.48084  -8.13084
H  -13.79452  -2.43521  -8.42195
H  -14.77271  -0.97779  -8.44567
H  -14.41473  -1.94548  -10.65154
C  -10.85696  5.17226  -10.45873
C  -9.54634  5.61752  -11.08128
C  -9.51872  7.05783  -11.41408
O  -8.48794  5.15354  -10.27714
H  -10.78418  4.08562  -10.50384
H  -11.71910  5.57550  -10.98998
H  -10.86250  5.53622  -9.43131
H  -9.42925  5.04370  -12.00058
H  -8.97379  7.15431  -12.35315
H  -9.20469  7.77884  -10.65934
H  -10.50666  7.38466  -11.73855
H  -8.31452  5.71338  -9.51681
C  -10.58335  -5.29832  -7.80380
C  -10.69730  -5.70802  -9.24025
C  -12.02782  -5.09167  -9.70091
O  -9.61806  -5.08794  -9.94761
H  -9.60630  -5.59166  -7.41985
H  -11.38075  -5.79607  -7.25197
H  -10.58229  -4.22302  -7.62541
H  -10.71722  -6.78640  -9.39769
H  -12.23312  -5.25088  -10.75949
H  -12.16035  -4.02952  -9.49504
H  -12.86751  -5.46090  -9.11210
H  -9.79569  -4.15362  -10.07833
C  -11.50559  -2.45120  -4.53326
C  -10.15310  -2.31331  -5.25540
C  -10.01489  -1.42647  -6.52773
O  -9.19078  -1.88001  -4.35982
H  -12.27368  -2.63744  -5.28389
H  -11.74443  -1.50918  -4.03966
H  -11.55614  -3.29177  -3.84118
H  -9.96311  -3.34480  -5.55212
H  -10.70631  -1.73056  -7.31359
H  -9.02657  -1.46626  -6.98571
H  -10.21926  -0.36488  -6.38860
H  -9.30600  -0.92738  -4.38834
C  -18.51850  4.43269  -13.02695
C  -17.85269  3.10434  -13.40970
C  -16.39732  3.44589  -13.27087
O  -18.25182  2.07169  -12.55673
H  -18.35757  4.81217  -12.01789
H  -19.60130  4.37428  -13.13758
H  -18.19080  5.21965  -13.70619
H  -18.07398  2.78128  -14.42694
H  -16.13485  4.35623  -13.80984
H  -15.77625  2.60377  -13.57617
H  -16.15793  3.65505  -12.22825
H  -17.45848  1.63023  -12.24473
C  -9.81680  -2.99207  -15.63474
C  -9.18428  -1.50450  -15.67983
C  -10.24692  -0.40688  -15.48581
O  -8.23603  -1.44627  -14.63919
H  -9.12721  -3.83387  -15.69757
H  -10.44473  -3.20632  -16.49956
H  -10.44573  -3.05338  -14.74661
H  -8.65056  -1.48857  -16.63009
H  -11.21022  -0.81828  -15.78734
H  -10.18449  0.50735  -16.07605
H  -10.47393  -0.11775  -14.45966
H  -8.71230  -1.42233  -13.80600
C  -11.70033  3.19153  -13.82395
C  -11.79403  3.40101  -15.31376
C  -12.96856  4.25225  -15.74841
O  -10.55035  3.91645  -15.81254
H  -10.68260  2.88225  -13.58592
H  -12.36512  2.38436  -13.51632
H  -11.95908  4.02777  -13.17443
H  -11.92870  2.42630  -15.78271
H  -13.08403  4.28123  -16.83188
H  -12.83760  5.26287  -15.36161
H  -13.92715  3.99663  -15.29690
H  -10.36265  4.82056  -15.54995

Mulliken population analysis, charges in e, atoms 1 to 6: atom 1 (O): -0.832, atom 2 (C): 0.425, atom 3 (O): -0.601, atom 4 (B): 1.189, atom 5 (O): 0.517, atom 6 (C): 0.477